a:
Density functional theory data (ωB97M-V/def2-TZVPD) for a cluster of 2 separate species, C4H4ClNO2 in total.

Properties
HOMO level (eV): -8.463

The geometry in ORCA input format:
```
! RIJCOSX wB97M-V def2-TZVPD def2/J DEFGRID3
* xyz 0 1
Cl -2.74927 -0.01556 0.18074
O 2.08988 1.64953 0.10309
O 2.41038 -1.43593 0.41001
N 1.19827 -0.69191 -0.39442
C -0.10866 -1.12487 -0.42414
C 1.05109 0.67609 -0.17762
C -0.22183 1.07618 0.01538
C -0.98252 -0.04780 -0.29115
H 1.81433 -1.48231 1.66070
H -0.43003 2.12098 0.48810
H 2.94793 1.38229 -0.61484
H -0.41306 -2.09950 -0.68522
*
```

b:
Density functional theory data (ωB97M-V/def2-TZVPD) for an isolated molecule of C4H4ClNO2.

Properties
HOMO level (eV): -7.768
SMILES: Oc1c[nH]c(O)c1Cl

The geometry in ORCA input format:
```
! RIJCOSX wB97M-V def2-TZVPD def2/J DEFGRID3
* xyz 0 1
Cl 1.38506 -1.49947 -0.00176
O 1.74595 1.71690 0.00056
O -1.85977 -1.52603 0.00205
N -1.69416 0.87496 -0.00271
C -1.15872 -0.37768 0.00582
C -0.68842 1.83249 -0.00025
C 0.51211 1.15758 -0.00154
C 0.20876 -0.23824 -0.00024
H -0.89301 2.87050 -0.00747
H 2.37140 0.99069 0.02029
H -2.68069 1.06802 0.00278
H -2.81650 -1.33472 -0.01031
*
```

Energetically preferred structure: b | next structure: +593.0 kJ/mol

a:
Density functional theory data (ωB97M-V/def2-TZVPD) for an isolated molecule of C23H27N3O5.

Properties
HOMO level (eV): -8.347
SMILES: COc1cccc(CCNC(=O)CCc2nnc(Cc3cc(OC)ccc3OC)o2)c1

The geometry in ORCA input format:
```
! RIJCOSX wB97M-V def2-TZVPD def2/J DEFGRID3
* xyz 0 1
O -2.57392 2.19525 -1.50907
O 2.88791 -2.73537 0.06739
O -0.05359 0.16537 1.53525
O -4.76641 -0.96223 -0.43151
O 3.16915 2.63669 -1.20571
N -0.61580 0.83949 3.53673
N -0.47615 1.49185 -1.06765
N 0.56021 0.18077 3.63406
C -1.74180 2.58431 0.69928
C -5.21113 -0.04766 -1.41074
C -0.28178 0.84297 -2.34510
C -1.18615 -1.24689 -1.25211
C 2.65235 0.87247 0.40498
C -2.52484 -0.89504 -1.37320
C 2.08396 -0.95828 2.02582
C -0.96387 0.82184 2.29399
C -1.72126 -2.53846 0.70157
C -0.79030 -2.08070 -0.21767
C 2.99136 -1.41537 -0.27753
C -2.14688 1.47214 1.68936
C 2.76702 3.62454 -0.28926
C 0.87670 -0.21034 2.44587
C 3.49664 0.39443 -1.78337
C 2.59111 -0.48511 0.68758
C -0.17200 -0.68498 -2.21282
C 3.25504 -3.70911 -0.87909
C -3.45382 -1.31934 -0.43171
C -1.64909 2.06461 -0.73061
C 3.44959 -0.95757 -1.50956
C -3.04162 -2.15191 0.61146
C 3.09572 1.32832 -0.83153
H -2.72716 1.89123 2.51091
H 3.76962 -1.65103 -2.27027
H -1.13769 1.12334 -2.96163
H 2.84083 -0.83453 2.80363
H -1.40931 -3.18766 1.50690
H 2.63724 -3.64768 -1.78105
H 0.20439 1.27800 -0.35392
H -4.61859 0.87202 -1.40452
H 0.24515 -2.37084 -0.12556
H -5.18263 -0.49256 -2.41058
H -0.30645 -1.12337 -3.20507
H -2.75404 0.72311 1.17568
H 4.31155 -3.62658 -1.15192
H 2.36142 1.56773 1.17850
H 3.08395 -4.66788 -0.39206
H -0.79965 3.04018 1.00961
H -3.77352 -2.47563 1.33446
H 2.92966 4.57592 -0.79273
H 0.82954 -0.94199 -1.86367
H 3.36487 3.59512 0.62724
H -2.82927 -0.26280 -2.19018
H 0.62993 1.23363 -2.80852
H -6.24297 0.18072 -1.14931
H 1.84524 -2.02232 1.95818
H 3.84697 0.74886 -2.73913
H -2.51495 3.35307 0.70258
H 1.70497 3.53127 -0.03721
*
```

b:
Density functional theory data (ωB97M-V/def2-TZVPD) for a structure of composition C23H27N3O5.

Properties
HOMO level (eV): -8.081

The geometry in ORCA input format:
```
! RIJCOSX wB97M-V def2-TZVPD def2/J DEFGRID3
* xyz 0 1
O 3.64517 -2.42865 2.44733
O 1.72762 -1.03129 3.68055
O 0.08867 1.94638 -0.24830
O -3.03128 1.70073 -4.14234
O 2.40975 0.00253 -3.81028
N 2.85727 -0.49156 -1.80657
N -2.26852 2.54084 -2.08214
N 1.18853 1.06712 -2.04626
C -4.86141 0.27721 -0.84717
C 1.89103 -0.76656 2.46046
C -3.39957 3.08496 -1.66041
C 5.97649 -2.19090 2.24136
C 2.62863 -0.71272 -0.45796
C -4.83701 -0.92249 -1.26716
C -3.83093 2.66430 -0.18062
C -3.62092 -1.67268 -0.59584
C 1.63723 0.10252 0.07484
C 0.91867 1.00673 -0.83573
C 2.31138 0.39045 -2.55388
C 0.66733 -0.29464 3.98435
C -2.61808 0.23924 -0.08903
C -2.57450 -1.16452 -0.17408
C 1.28201 0.15144 1.36301
C 0.30928 1.75834 -3.00978
C 3.11470 -1.48139 1.72415
C 3.51650 -1.30013 0.40923
C -3.85640 0.92887 -0.37967
C -0.85145 1.14740 -3.49287
C 4.60288 -3.06038 2.22404
C -2.23687 1.77793 -3.20177
C -0.78390 -0.87456 3.89537
H -0.88766 0.68405 -4.50473
H -4.78751 2.76208 0.11530
H -1.53693 -0.53101 4.30999
H -5.68366 -1.51303 -1.86993
H -3.41381 4.01221 -1.55830
H -1.87788 0.60356 0.53027
H 0.32806 2.86085 -2.61022
H -0.82926 -0.72734 2.80996
H -0.62434 -1.85573 3.96711
H -1.90291 -1.66237 -0.00280
H 0.66735 0.90180 3.92755
H -1.15397 0.13070 -2.92214
H -5.85588 0.70679 -1.35304
H 6.91703 -2.91603 2.08426
H 5.88600 -1.33899 1.59302
H 4.09716 -1.89069 -0.07740
H -1.40324 2.39094 -1.51741
H 0.51398 0.86780 1.85834
H -4.35794 2.89753 -2.23841
H -3.68756 -2.80678 -1.06855
H 3.77610 -1.03563 -2.32062
H -3.21988 2.68906 0.48906
H 4.61600 -3.83426 3.09949
H 6.21194 -1.84892 3.12431
H 1.06313 2.08184 -4.06091
H 0.62808 -0.37374 5.26819
H 4.51531 -3.64921 1.30477
*
```

Energetically preferred structure: a | next structure: +1830.3 kJ/mol

a:
Density functional theory data (ωB97M-V/def2-TZVPD) for a structure of composition H22KrO11.

Properties
HOMO level (eV): -10.769

The geometry in ORCA input format:
```
! RIJCOSX wB97M-V def2-TZVPD def2/J DEFGRID3
* xyz 0 1
Kr 0.28742 -0.84794 -0.06582
O 0.57326 2.43171 2.49288
O 2.17245 0.63249 -2.59699
O 1.63749 -3.00271 2.13215
O 1.83784 -0.12020 2.66241
O 0.34875 -1.39649 -3.96811
O 3.75304 -0.35034 -0.08258
O -0.35179 1.51319 -2.45559
O -1.19826 2.43344 0.33142
O -3.83133 1.44189 -0.18384
O -3.20084 -1.12947 -0.33175
O -2.61466 -2.08896 2.47042
H 1.61489 -1.05090 2.64456
H -0.32698 2.22501 -3.09507
H 1.67935 -3.35153 1.24175
H -0.16045 2.30133 3.09363
H 3.29986 -0.32469 -0.92532
H -0.53235 2.68407 0.97171
H 2.64408 -0.07638 3.17649
H -3.96869 -1.68143 -0.48000
H -4.03038 1.93195 -0.98162
H -3.55305 -0.24221 -0.26140
H -1.77455 -2.14354 2.92590
H 1.06545 1.61176 2.53367
H 0.74557 -2.25953 -3.85011
H 2.54891 -2.97884 2.42365
H -2.89105 1.56575 -0.05441
H 2.73359 1.34439 -2.90449
H -0.74275 0.77883 -2.92899
H 1.38138 1.06954 -2.28169
H -0.71347 1.96522 -0.34827
H -2.38799 -1.81978 1.58026
H 3.05638 -0.25864 0.56741
H 0.89878 -0.80689 -3.45229
*
```

b:
Density functional theory data (ωB97M-V/def2-TZVPD) for a structure of composition H22KrO11.

Properties
HOMO level (eV): -10.297

The geometry in ORCA input format:
```
! RIJCOSX wB97M-V def2-TZVPD def2/J DEFGRID3
* xyz 0 1
Kr 0.53372 0.23932 -0.28239
O 3.79998 -0.83373 1.21144
O -3.21420 0.07393 -0.66041
O -0.46604 -0.01260 -3.68102
O -2.77283 -0.50478 2.18268
O 0.87616 1.16945 3.42156
O 1.51860 -3.51255 -1.45662
O 0.85987 3.84216 -1.18813
O -2.01014 -2.30680 -0.76392
O 1.70191 1.84066 -2.91469
O -1.08328 2.22829 1.76788
O 0.41766 -3.33886 1.30449
H -0.15133 -4.10825 1.32705
H -4.12115 0.16236 -0.36739
H 2.58164 1.54463 -2.68089
H 0.56386 1.43033 4.28796
H -3.41283 -0.04292 2.72427
H 2.47445 -3.55123 -1.42369
H -1.05350 -2.33141 -0.78559
H -0.02567 -2.69619 1.85827
H -2.98848 0.93742 -1.00634
H 0.76100 4.40135 -1.95869
H -1.56898 1.40431 1.73068
H 1.25701 -3.27965 -0.56580
H 1.45310 2.43581 -2.20750
H 3.54019 0.07754 1.34679
H -0.25143 1.99806 2.18171
H -2.95059 -0.20363 1.29164
H 1.79286 1.44438 3.40408
H -2.22547 -1.37485 -0.72748
H 3.74926 -0.95954 0.26390
H 0.23109 0.48053 -3.24849
H 0.26689 4.22084 -0.53912
H -0.08347 -0.87432 -3.84625
*
```

Energetically preferred structure: a | next structure: +76.2 kJ/mol

a:
Density functional theory data (ωB97M-V/def2-TZVPD) for an isolated molecule of C4H5ClN2.

Properties
HOMO level (eV): -8.738
SMILES: Cc1c[nH]nc1Cl

The geometry in ORCA input format:
```
! RIJCOSX wB97M-V def2-TZVPD def2/J DEFGRID3
* xyz 0 1
Cl -3.38063 -0.84686 -0.11998
N -2.27756 1.58420 0.02716
N -1.13434 2.13930 0.11189
C -0.52322 0.00696 0.01595
C -0.06973 1.31407 -0.04668
C 0.12243 -1.34034 0.11031
C -2.13673 0.27364 0.08411
H 0.55109 -1.59580 1.08623
H 0.97811 -1.50441 -0.62213
H 0.86658 1.87285 0.13145
H -1.11734 3.20311 -0.03093
H -0.74164 -2.00452 -0.16666
*
```

b:
Density functional theory data (ωB97M-V/def2-TZVPD) for a cluster of 2 separate species, C4H5ClN2 in total.

Properties
HOMO level (spin up / spin down) (eV): -8.102 / -8.097

The geometry in ORCA input format:
```
! RIJCOSX wB97M-V def2-TZVPD def2/J DEFGRID3
* xyz 0 1
Cl -0.11080 -1.18826 -4.07505
N -0.31818 -2.57843 -3.24544
N 0.08545 -0.78062 1.04355
C 0.02621 0.17571 -0.87871
C 0.11884 -1.06418 -0.33011
C -0.23054 1.15282 0.05716
C -0.10714 0.48307 1.31428
H -0.22057 0.77387 2.29344
H 0.15508 -2.07232 -0.89239
H -1.12665 -3.19319 -3.67193
H 0.08818 -1.45204 1.85887
H -0.30734 2.13959 0.03563
*
```

Energetically preferred structure: a | next structure: +458.7 kJ/mol